Record 1
{"formula": "C22H51Cl4N4O8P", "method": "wB97M-V/def2-TZVPD", "symbols": ["C", "C", "O", "P", "O", "O", "C", "C", "O", "C", "C", "H", "H", "H", "H", "H", "H", "H", "H", "H", "H", "H", "H", "H", "H", "H", "C", "N", "C", "C", "O", "H", "H", "H", "H", "H", "H", "H", "C", "N", "C", "C", "O", "H", "H", "H", "H", "H", "H", "H", "C", "N", "C", "C", "O", "H", "H", "H", "H", "H", "H", "H", "C", "N", "C", "C", "O", "H", "H", "H", "H", "H", "H", "H", "Cl", "C", "C", "Cl", "H", "H", "H", "H", "Cl", "C", "C", "Cl", "H", "H", "H", "H"], "xyz": [[2.94211, -1.16953, -1.26483], [3.45081, 0.01997, -2.03862], [4.07815, 0.91286, -1.12821], [4.83635, 2.20350, -1.66215], [4.09886, 3.01757, -2.62622], [6.23654, 1.66439, -2.14106], [6.49348, 1.45875, -3.54928], [7.58672, 2.38226, -4.00306], [5.26838, 2.94005, -0.35061], [4.33193, 3.59662, 0.51562], [3.17569, 2.72618, 0.99443], [2.18704, -0.82104, -0.55909], [2.48155, -1.88578, -1.94732], [3.75789, -1.67262, -0.74493], [4.12504, -0.27789, -2.85064], [2.60542, 0.50929, -2.53795], [6.80824, 0.41706, -3.63513], [5.58247, 1.61205, -4.12711], [7.21495, 3.40598, -4.04573], [8.41053, 2.36630, -3.28857], [7.97632, 2.05778, -4.96724], [4.93635, 3.92204, 1.36194], [3.94975, 4.49740, 0.03252], [2.34128, 2.82144, 0.29276], [3.42481, 1.67248, 1.05860], [2.79064, 3.07968, 1.95165], [2.51560, -2.31588, 2.88240], [1.85623, -3.40715, 2.19187], [2.61897, -4.16628, 1.24834], [0.67725, -3.90489, 2.64977], [0.17942, -4.95484, 2.30535], [1.77306, -1.74819, 3.43614], [3.03249, -1.67322, 2.16649], [3.29789, -2.70624, 3.54349], [3.14755, -3.51789, 0.54677], [3.35143, -4.82166, 1.73303], [1.96133, -4.78764, 0.64321], [0.18753, -3.23745, 3.38030], [-5.03869, 3.81162, -1.42752], [-4.19129, 3.06356, -0.52766], [-2.78978, 3.40505, -0.54485], [-4.71904, 2.29282, 0.44527], [-4.08319, 1.64969, 1.26031], [-6.09228, 3.64759, -1.20822], [-4.84367, 3.54463, -2.46677], [-4.86580, 4.88764, -1.31098], [-2.64527, 4.40172, -0.12113], [-2.21905, 2.66799, 0.01557], [-2.39846, 3.37067, -1.56308], [-5.81595, 2.21789, 0.37809], [-2.13674, 1.06906, 6.07619], [-0.91761, 0.30082, 6.04215], [0.16559, 0.79006, 6.85384], [-0.78227, -0.79326, 5.26543], [0.18204, -1.53318, 5.25842], [-2.52777, 1.12900, 7.09420], [-2.89766, 0.65869, 5.41678], [-1.94800, 2.10094, 5.75478], [0.87419, -0.00344, 7.07212], [0.66506, 1.62695, 6.35951], [-0.23078, 1.13829, 7.81034], [-1.66241, -0.94155, 4.61613], [-5.81977, -2.23613, 0.12751], [-6.76449, -1.96293, -0.93691], [-6.49987, -2.51787, -2.24906], [-7.89315, -1.25298, -0.71569], [-8.70017, -0.94896, -1.56732], [-6.01912, -1.58767, 0.97896], [-4.79677, -2.05173, -0.20564], [-5.84196, -3.27480, 0.47444], [-6.87182, -1.85074, -3.02034], [-5.43753, -2.73181, -2.33739], [-7.01690, -3.47849, -2.37006], [-8.01826, -0.96093, 0.34251], [0.37373, 0.41572, 1.17230], [-0.73529, -1.00292, 1.16692], [-1.75028, -0.81862, 0.07400], [-1.09199, -1.29800, -1.52335], [-1.27083, -0.95327, 2.11191], [-0.11234, -1.87825, 1.02885], [-2.08237, 0.20961, -0.02022], [-2.62337, -1.44391, 0.25011], [1.07744, -3.64929, -6.21756], [0.51609, -1.95124, -6.28003], [0.55139, -1.33551, -4.91068], [-0.18039, 0.30370, -4.98748], [-0.47816, -1.97850, -6.71771], [1.14670, -1.39407, -6.96956], [1.57455, -1.21309, -4.56202], [-0.00627, -1.87602, -4.15231]], "forces_ev_per_a": [[0.0488, 0.0122, -0.0627], [-0.5885, -0.2122, -0.7070], [0.0673, 0.1406, 0.1567], [0.0710, 0.1878, -0.0150], [-0.2991, -0.1089, -0.3434], [0.0901, 0.0248, -0.2714], [0.1242, -0.3309, 0.1543], [0.1798, 0.2266, 0.2189], [0.0345, -0.2742, 0.3507], [-0.0574, 0.1867, 0.6061], [-0.4974, 0.3001, -0.4238], [0.0687, -0.1928, 0.0967], [-0.0507, 0.0053, 0.0168], [-0.0277, 0.0544, 0.0732], [0.2593, -0.0039, 0.2534], [0.1007, 0.2023, 0.1788], [-0.0725, 0.0060, -0.0449], [-0.0467, 0.0037, 0.0424], [0.0576, -0.0001, -0.1930], [0.0064, -0.0916, -0.0009], [-0.0898, 0.1607, -0.1129], [0.0550, -0.0725, -0.0517], [0.0687, -0.0760, -0.1760], [0.0655, -0.2100, -0.0229], [0.1807, 0.0024, 0.1807], [0.2108, 0.0249, 0.0721], [0.2706, -0.1851, -0.1887], [-0.3243, 0.2056, 0.0309], [0.3344, -0.4764, -0.6083], [0.0685, 0.2922, 0.2872], [-0.1240, -0.2023, -0.2611], [0.1388, 0.0473, 0.1668], [-0.2378, 0.0910, -0.0940], [-0.1778, 0.0751, 0.2056], [0.0297, 0.1772, 0.2312], [-0.0170, 0.0428, 0.0212], [-0.1119, -0.0657, 0.2119], [0.1492, 0.0014, 0.0234], [-0.1283, 0.3979, -0.0014], [-0.3216, 0.1839, 0.0399], [0.3510, -0.3253, -0.0628], [0.1196, -0.5457, -0.3131], [0.0844, 0.0990, 0.1640], [0.0300, -0.2174, 0.0099], [0.0031, -0.0349, -0.0038], [0.0798, -0.0749, -0.0403], [0.1591, -0.0207, -0.0384], [-0.1104, 0.1077, 0.2406], [-0.1523, 0.1823, -0.0570], [-0.0439, 0.1308, 0.0471], [-0.0293, 0.6252, -0.1203], [-0.2473, -0.2045, -0.1296], [0.1237, 0.0342, 0.4299], [-0.0691, 0.1803, 0.1796], [0.0779, 0.0012, -0.2083], [-0.0525, -0.1653, -0.0070], [0.0563, -0.1676, 0.0044], [-0.0043, -0.0990, -0.0278], [0.0529, -0.0385, -0.2401], [0.0950, -0.0382, 0.0439], [-0.0139, 0.0589, -0.0553], [-0.0232, -0.1524, 0.0596], [0.0341, -0.1652, 0.1424], [0.3037, 0.0223, 0.2221], [-0.3269, -0.5414, 0.1364], [0.1177, 0.0587, 0.0689], [-0.1453, -0.0537, -0.1256], [-0.0293, 0.0127, -0.0102], [-0.0681, 0.1671, -0.1042], [-0.1840, 0.0055, -0.0911], [0.1708, 0.1037, -0.0416], [0.0767, 0.2841, -0.1568], [-0.0204, 0.1030, -0.0076], [0.0946, 0.0334, -0.0321], [0.1482, -0.0588, 0.0945], [-0.1485, 0.9444, -0.1654], [-0.1981, -0.3104, -0.4076], [0.0154, 0.0486, -0.0215], [0.2337, -0.3336, 0.1489], [-0.1605, -0.1861, 0.2151], [0.0046, 0.0463, 0.1594], [0.0740, -0.0793, 0.0290], [0.1228, 0.1073, 0.0558], [-0.1883, -0.1154, -0.4371], [-0.0029, 0.3798, 0.3534], [0.1126, -0.0790, -0.0446], [-0.1070, 0.0528, 0.2456], [0.1454, -0.1120, 0.0758], [0.0031, -0.0041, -0.0366], [-0.0722, -0.2164, -0.1805]], "mulliken_charge": [-0.583, -0.531, 0.022, 0.769, -0.699, -0.323, -0.158, -1.312, -0.403, -0.385, -0.918, -0.167, 0.493, 0.251, 0.341, 0.358, 0.320, 0.365, 0.304, 0.304, 0.385, 0.300, 0.259, 0.320, 0.183, 0.474, -0.500, 0.218, -0.816, 0.090, -0.612, 0.124, 0.109, 0.325, 0.128, 0.341, 0.306, 0.373, -0.929, 0.141, -0.891, 0.192, -0.591, 0.318, 0.305, 0.328, 0.336, 0.173, 0.358, 0.284, -0.908, 0.114, -0.976, 0.283, -0.668, 0.329, 0.287, 0.340, 0.309, 0.306, 0.336, 0.226, -0.566, 0.127, -0.935, 0.121, -0.588, 0.319, -0.006, 0.318, 0.314, 0.311, 0.302, 0.316, -0.142, -0.064, 0.337, -0.154, -0.102, 0.134, -0.101, -0.012, -0.212, -0.424, -0.163, -0.191, 0.327, 0.318, 0.134, 0.227], "energy_ev": -105363.7562, "smiles": "CCOP(=O)(OCC)OCC.CN(C)C=O.CN(C)C=O.CN(C)C=O.CN(C)C=O.ClCCCl.ClCCCl", "orbital_gap_ev": 9.4486, "mol_weight_g_mol": 672.46, "spin_multiplicity": 1, "e_above_lowest_kj_mol": 48.1}

=====

Record 2
{"formula": "C14H32N3O5", "method": "wB97M-V/def2-TZVPD", "symbols": ["N", "C", "C", "C", "N", "C", "C", "C", "C", "O", "C", "O", "O", "H", "H", "H", "H", "H", "H", "H", "H", "H", "H", "H", "H", "H", "H", "H", "H", "H", "C", "O", "C", "C", "N", "C", "C", "O", "C", "H", "H", "H", "H", "H", "H", "H", "H", "H", "H", "H", "H", "H", "H", "H"], "xyz": [[-1.17103, 2.29528, 0.44993], [-1.46768, 1.50514, 1.67443], [-1.22259, 0.00545, 1.53522], [-2.36912, -0.85705, 0.90261], [-1.90829, -1.36232, -0.42587], [-3.65583, -0.10805, 0.60375], [-4.57618, 0.11843, 1.79171], [-5.98962, 0.65976, 1.42480], [-6.16787, 1.19848, 0.01216], [-6.52666, 0.15536, -0.90091], [-2.56669, -2.10335, 1.82495], [-2.56022, -3.22940, 1.26276], [-2.67826, -1.87654, 3.05954], [-0.56321, 1.75180, -0.14510], [-2.04657, 2.46220, -0.02463], [-0.76494, 1.86663, 2.42487], [-2.45146, 1.75867, 2.04380], [-0.97811, -0.38695, 2.51684], [-0.33820, -0.10533, 0.91131], [-1.59807, -0.54509, -0.94888], [-1.08144, -1.92692, -0.27730], [-4.20259, -0.73466, -0.09521], [-3.45453, 0.81259, 0.05858], [-4.16486, 0.78992, 2.53796], [-4.72124, -0.83033, 2.28911], [-6.74358, -0.10966, 1.54415], [-6.25859, 1.47177, 2.09670], [-5.32172, 1.77835, -0.34147], [-7.02130, 1.87657, 0.02367], [-5.78361, 0.03395, -1.49219], [3.32816, -0.60880, -3.77438], [4.25930, -1.35620, -3.01692], [5.50514, -0.71149, -2.79783], [5.66228, -0.27024, -1.35677], [4.77843, 0.84265, -1.03613], [4.66021, 1.14488, 0.39032], [4.13173, 0.06494, 1.33193], [2.76537, -0.24416, 1.16909], [2.46009, -1.13490, 0.11164], [2.52264, -1.28228, -4.06132], [2.89519, 0.21286, -3.19454], [3.78665, -0.20674, -4.68301], [5.64426, 0.12929, -3.48467], [6.28318, -1.44941, -3.01549], [6.69851, 0.04181, -1.19050], [5.46832, -1.14687, -0.72565], [3.85520, 0.64221, -1.39448], [3.99257, 2.00529, 0.47503], [5.64220, 1.47032, 0.75138], [4.21920, 0.46068, 2.34734], [4.73823, -0.84956, 1.30854], [3.23798, -1.88938, -0.03103], [2.29057, -0.58681, -0.82022], [1.52865, -1.64281, 0.36036]], "forces_ev_per_a": [[-0.5736, 0.0403, 0.5255], [1.2294, 0.2091, -0.1158], [-0.9336, 0.3134, 0.1433], [1.3958, -0.3238, -0.5448], [-0.1881, 0.5645, -0.1328], [-0.5290, -0.3428, 0.4361], [-0.9244, 0.2402, -0.0340], [0.6588, 0.2490, -0.4119], [-0.9124, -0.1135, 0.3003], [0.2553, 0.2647, -0.1584], [-0.2058, -1.2921, 0.4844], [0.0244, 0.8256, 0.2531], [-0.0296, 0.3068, -0.5826], [-0.0543, -0.0181, -0.2241], [0.1306, -0.0374, -0.4228], [0.0150, 0.0471, 0.2498], [-0.2564, -0.0289, -0.0664], [-0.1027, -0.1245, 0.1329], [0.2452, -0.0646, -0.0403], [0.0513, -0.0022, -0.0874], [-0.0965, -0.3002, 0.0238], [-0.0195, -0.2455, -0.1469], [0.2210, 0.2677, 0.0200], [0.3389, -0.0237, 0.0865], [0.2146, -0.1745, 0.2145], [-0.1642, -0.2007, 0.0539], [-0.0263, 0.0920, 0.2484], [0.2654, -0.0245, -0.0782], [-0.1066, 0.1777, -0.0344], [0.1086, -0.2776, -0.1041], [-0.0091, -0.1088, 0.0754], [-0.0547, 0.1408, -0.1240], [0.2162, -0.1917, 0.0838], [-0.2373, 0.0962, 0.0472], [-0.0047, -0.1151, 0.0493], [-0.0226, 0.1139, -0.1619], [0.0208, 0.0614, 0.1977], [0.0713, -0.0696, -0.0594], [-0.2501, 0.1115, 0.0845], [0.0121, -0.0350, 0.0407], [0.0148, 0.0765, -0.0831], [0.0005, 0.0490, 0.0073], [-0.0996, 0.0616, 0.0334], [0.0074, 0.0147, -0.0181], [0.0102, -0.0090, 0.0147], [0.1216, -0.0715, -0.0269], [-0.0259, -0.0156, -0.0218], [0.0149, 0.0148, 0.0545], [0.0188, -0.0552, 0.0249], [-0.0076, 0.0087, 0.0000], [-0.0123, -0.0251, -0.1418], [0.0718, 0.0522, -0.0477], [0.0929, -0.1303, -0.1100], [0.0193, 0.0221, 0.0937]], "mulliken_charge": [-0.710, -0.809, -0.517, 2.585, -0.859, -1.861, -0.278, -0.712, -0.503, -0.567, 0.125, -0.779, -0.747, 0.286, 0.306, 0.426, 0.270, 0.465, -0.399, 0.318, 0.294, 0.125, 0.291, 0.340, 0.269, 0.348, 0.341, 0.271, 0.358, 0.336, -0.690, -0.331, -0.809, -0.172, -0.329, -0.809, -0.459, -0.369, -0.477, 0.243, 0.279, 0.328, 0.400, 0.386, 0.381, 0.165, 0.089, 0.392, 0.420, 0.340, 0.357, 0.319, 0.150, 0.180], "energy_ev": -29744.3331, "charge": -1, "orbital_gap_ev": 6.7400, "mol_weight_g_mol": 322.43, "spin_multiplicity": 1, "e_above_lowest_kj_mol": 0.0}